{"formula": "C2H8N2O2", "method": "ωB97M-V with the def2-TZVPD basis set", "lumo_ev": [-3.075, -8.573], "homo_ev": [-15.25, -15.17], "e_tot_ev": -9269.478, "largest_force_ha_per_bohr": 0.0482, "spin_multiplicity": 2, "mol_weight_g_mol": 92.10, "s2": 0.755, "e_above_lowest_kcal_mol": 26.1, "total_charge": 1, "species": ["N", "C", "O", "H", "H", "H", "H", "H", "C", "N", "O", "H", "H", "H"], "positions_angstrom": [[-1.3759, -0.9619, -0.2732], [-1.3143, 0.0799, 0.7281], [-1.0835, 1.3376, 0.1561], [-0.4749, -1.2070, -0.7367], [-1.7500, -1.8305, 0.1218], [-0.4942, -0.1446, 1.4228], [-2.3177, 0.1546, 1.1753], [-1.4443, 1.3444, -0.7507], [1.7879, -0.3928, -0.0521], [1.6237, 0.8503, -0.5960], [0.9926, -1.3002, -0.2035], [2.6472, -0.4748, 0.6347], [0.7231, 1.2220, -0.7903], [2.4802, 1.3230, -0.8364]]}